Computed, not measured: C34H38ClN2O5PSSi2Ti as an isolated structure, with the ωB97M-V functional and the def2-TZVPD basis.

Each line ends with the Löwdin spin population.
Geometry (Å):
1 Ti 0.137485 -0.006408 -0.033391  0.9065
2 O -3.017657 0.953025 4.870548  -0.0002
3 C -1.786261 1.328146 5.145704  -0.0003
4 O -1.470019 1.721650 6.239958  -0.0003
5 C -0.744681 1.200121 4.059149  0.0008
6 C 0.591608 1.471231 4.245524  0.0105
7 Cl 1.379209 2.137513 5.592700  0.0030
8 N 1.244486 1.204874 3.098596  0.0005
9 N 0.407814 0.811229 2.151107  0.0072
10 C -0.787069 0.786102 2.703309  0.0163
11 C -1.951587 0.422930 1.803197  0.0014
12 O -3.088531 0.426367 2.229878  0.0002
13 O -1.633468 0.165920 0.592248  -0.0016
14 C 2.664467 1.281617 2.835550  0.0003
15 C 3.572630 0.867938 3.793710  0.0000
16 C 4.928813 0.940238 3.515818  0.0000
17 C 5.369602 1.405687 2.283072  0.0000
18 C 4.443700 1.798186 1.329464  0.0001
19 C 3.086759 1.741362 1.609596  0.0011
20 H -3.125152 0.643560 3.925340  0.0000
21 H 3.235162 0.468232 4.741620  0.0000
22 H 5.640307 0.610903 4.263175  0.0000
23 H 6.428380 1.441431 2.060363  0.0000
24 H 4.768045 2.130764 0.351184  0.0000
25 H 2.362439 2.026143 0.865200  0.0011
26 C -2.313401 -0.532002 -2.988878  -0.0033
27 Si -0.547804 -0.837285 -2.364510  0.0173
28 C 0.512387 -0.447295 -3.885277  -0.0023
29 C -0.424921 -2.754229 -2.267989  0.0086
30 C -0.653347 -3.516473 -3.426386  0.0007
31 C -0.525003 -4.899272 -3.439778  0.0003
32 C -0.166490 -5.563978 -2.270023  0.0000
33 C 0.050809 -4.829886 -1.111644  0.0003
34 C -0.067976 -3.428980 -1.080894  0.0058
35 Si 0.276683 -2.493219 0.553645  0.0131
36 C -0.995626 -3.206899 1.766189  -0.0033
37 C 1.918466 -3.228083 1.153029  -0.0013
38 H -2.527587 -1.125231 -3.887466  -0.0007
39 H -2.461465 0.527073 -3.241733  0.0000
40 H -3.047678 -0.796609 -2.219634  0.0000
41 H 0.115951 -0.933108 -4.786973  -0.0006
42 H 1.536537 -0.802066 -3.722592  0.0000
43 H 0.561716 0.632939 -4.079070  -0.0001
44 H -0.937261 -3.012386 -4.349703  0.0001
45 H -0.698612 -5.455910 -4.354813  0.0000
46 H -0.056845 -6.643823 -2.264105  0.0000
47 H 0.324201 -5.362380 -0.201077  0.0000
48 H -0.926214 -4.300788 1.819995  -0.0007
49 H -2.015506 -2.945887 1.460146  0.0000
50 H -0.839832 -2.810736 2.779679  -0.0001
51 H 1.822694 -4.290346 1.416395  -0.0004
52 H 2.288055 -2.691603 2.036378  0.0000
53 H 2.672863 -3.136033 0.362471  0.0001
54 C 0.201759 3.185358 -2.361045  0.0038
55 P -0.186115 2.650583 -0.663423  0.0164
56 C -1.977394 3.012552 -0.595400  0.0010
57 C 0.453567 4.073992 0.303168  0.0020
58 H -0.029648 4.244041 -2.507458  0.0004
59 H -0.382604 2.579587 -3.055918  0.0003
60 H 1.257991 3.005566 -2.570469  0.0001
61 H -2.182180 4.028207 -0.940105  -0.0001
62 H -2.347274 2.900611 0.425355  0.0000
63 H -2.508295 2.291574 -1.217540  0.0003
64 H -0.017391 5.001736 -0.028474  0.0001
65 H 1.534644 4.161639 0.185476  0.0000
66 H 0.240136 3.926770 1.365317  0.0000
67 C 8.660978 -3.090497 -3.591956  0.0000
68 C 9.028592 -1.633143 -3.678086  0.0000
69 O 9.214322 -1.048597 -4.698375  0.0000
70 S 9.206821 -0.774565 -2.045456  0.0000
71 C 7.456863 -0.617434 -1.753861  -0.0002
72 C 6.677902 0.219695 -2.551655  0.0000
73 C 5.320419 0.350068 -2.300364  -0.0003
74 C 4.715948 -0.335562 -1.239192  -0.0003
75 C 5.509477 -1.172075 -0.446215  -0.0003
76 C 6.864735 -1.317601 -0.704999  0.0000
77 C 3.322234 -0.167907 -0.941006  -0.0032
78 C 2.149726 0.022818 -0.655496  -0.0004
79 H 8.517772 -3.509200 -4.586161  0.0000
80 H 7.751025 -3.196972 -2.998364  0.0000
81 H 9.456962 -3.620165 -3.066077  0.0000
82 H 7.141008 0.757633 -3.370090  0.0000
83 H 4.708399 0.991666 -2.921166  0.0000
84 H 5.042958 -1.707906 0.373089  0.0000
85 H 7.472101 -1.973620 -0.091888  0.0000

Atoms 1-6, force components in eV/Å:
0.97 0.50 -0.57
-0.31 -0.23 -0.46
0.61 -0.17 -0.24
-0.12 0.10 0.03
-0.48 -0.04 0.05
0.00 0.14 0.39

Calculated values
relative energy (zero: lowest compared OMol25 entry of this formula, charge and spin) = 88.0 kJ/mol
net charge = -1
frontier orbital gap (spin up / spin down) = 6.286 / 6.099 eV
expectation value of S² = 0.755
LUMO energy (spin up / spin down) = 2.03 / 2.03 eV
2S+1 = 2


Computed, not measured: an isolated ion of composition C7H10BINO4 and charge +1, with the ωB97M-V functional and the def2-TZVPD basis.

Each line ends with the Löwdin charge.
Geometry (Å):
1 B 2.428598 -0.854930 -0.574437  -0.6636
2 C 0.802830 1.065515 -0.843480  -0.3969
3 C 0.435175 -2.166483 -0.101784  -0.4222
4 C 3.887984 -1.029270 -0.303911  0.0987
5 C 4.891583 0.474761 -0.204258  -0.5388
6 C -0.500126 0.235150 -1.107452  0.0412
7 C -0.087031 -0.982629 0.972755  0.0615
8 C -1.567345 0.988359 0.989226  0.0238
9 N -1.088143 -0.180519 0.211184  -0.0996
10 O 0.745059 2.256189 -0.556280  0.1505
11 O -0.301978 -3.078004 -0.315440  0.1936
12 O 1.946819 0.409808 -0.922685  0.2059
13 O 1.667468 -1.971624 -0.452523  0.2433
14 I 6.904356 0.386315 0.184450  0.9228
15 H 4.496831 -1.927765 0.046883  0.0853
16 H 4.373447 1.407767 -0.161137  -0.0110
17 H -1.220048 0.752425 -1.618840  0.1190
18 H -0.237599 -0.726105 -1.732400  0.1918
19 H -0.520890 -1.503610 1.694194  0.0923
20 H 0.763237 -0.393684 1.362118  0.1649
21 H -1.653294 0.712110 2.100545  0.1455
22 H -0.752991 1.769732 1.053442  0.1195
23 H -2.463873 1.454788 0.633214  0.1102
24 H -1.930342 -0.596804 -0.026547  0.1622

Atoms 1-6, force components in eV/Å:
1.90 0.95 0.09
-1.06 1.96 0.41
-1.89 1.48 2.88
5.19 4.88 1.18
-3.13 -6.71 0.11
3.01 -2.60 -0.05

Calculated values
relative energy (zero: lowest compared OMol25 entry of this formula, charge and spin) = 267.5 kJ/mol
net charge = +1
frontier orbital gap (spin up / spin down) = 7.885 / 6.955 eV
LUMO energy (spin up / spin down) = -4.16 / -4.64 eV
SMILES string = C[NH+]1CC(=O)OB(/C=C/I)OC(=O)C1


Computed, not measured: one molecule with the formula C21H31N3O4, with the ωB97M-V functional and the def2-TZVPD basis.

Each line ends with the Löwdin charge.
Geometry (Å):
1 C -2.198550 -2.235492 0.303421  -0.0899
2 C -3.064630 -1.749078 1.459090  -0.2034
3 H -2.706302 -0.770966 1.785715  0.0930
4 H -2.956598 -2.431023 2.305271  0.1126
5 C -4.564232 -1.630507 1.117660  -0.3216
6 C -4.752230 -0.786356 -0.120075  -0.1388
7 C -5.058722 -1.318661 -1.361385  -0.0330
8 C -5.188568 -0.513760 -2.481928  -0.0830
9 C -5.002834 0.849188 -2.371819  -0.0779
10 C -4.693905 1.410325 -1.143151  -0.0112
11 C -4.575999 0.602984 -0.021875  -0.2071
12 O -4.276789 1.081179 1.236653  -0.0607
13 C -4.074166 2.459206 1.399739  -0.0934
14 C -2.802150 2.975573 0.731292  -0.4728
15 O -2.621381 4.136046 0.420301  0.0695
16 N -1.873650 2.021371 0.533411  0.1239
17 N -0.649751 2.342013 -0.046756  0.1141
18 C 0.322050 1.416577 -0.156667  -0.4428
19 O 0.174341 0.269416 0.217631  0.0692
20 C 1.592444 1.921140 -0.823634  -0.0831
21 N 2.638828 0.945994 -0.657504  0.0733
22 C 3.867178 1.295816 -0.196878  -0.4665
23 O 4.194181 2.455909 -0.060063  0.0734
24 C 4.796119 0.116264 0.037395  -0.2475
25 C 5.479849 -0.231204 -1.291861  -0.1566
26 C 6.463703 -1.381875 -1.103924  -0.2024
27 C 7.510655 -1.022217 -0.054565  -0.2099
28 C 6.836553 -0.680722 1.270474  -0.2020
29 C 5.847858 0.465681 1.090183  -0.1613
30 H 6.372017 1.367682 0.770595  0.1221
31 H 5.353795 0.688846 2.038138  0.1216
32 H 7.589164 -0.403138 2.010823  0.1087
33 H 6.308290 -1.561197 1.645320  0.1132
34 H 8.202452 -1.856019 0.082236  0.1069
35 H 8.086457 -0.160837 -0.399598  0.1148
36 H 6.949655 -1.607515 -2.055378  0.1087
37 H 5.921404 -2.275273 -0.784547  0.1144
38 H 6.013149 0.650979 -1.652066  0.1291
39 H 4.726924 -0.498005 -2.037338  0.1149
40 H 4.211362 -0.746318 0.374634  0.1496
41 H 2.321620 -0.011457 -0.596859  0.1357
42 H 1.937168 2.860218 -0.379366  0.1303
43 H 1.386296 2.092926 -1.888816  0.1375
44 H -0.573971 3.322170 -0.290478  0.1589
45 H -1.974638 1.042845 0.780344  0.1409
46 H -3.974619 2.613286 2.479713  0.1474
47 H -4.926714 3.053436 1.048603  0.1418
48 H -4.543282 2.476703 -1.079353  0.1099
49 H -5.093334 1.487459 -3.237686  0.1048
50 H -5.428337 -0.955282 -3.437284  0.1015
51 H -5.196416 -2.382458 -1.465116  0.1090
52 C -5.218753 -3.006768 1.025932  -0.0669
53 H -5.175490 -3.494851 1.997315  0.0806
54 H -6.263018 -2.915261 0.735730  0.0844
55 H -4.710386 -3.643902 0.307807  0.0689
56 H -5.036596 -1.089801 1.946280  0.1407
57 H -1.148915 -2.184632 0.581408  0.0646
58 H -2.343618 -1.613294 -0.577182  0.0722
59 H -2.434965 -3.263336 0.040056  0.0697

Atoms 1-6, force components in eV/Å:
-0.03 0.02 0.20
-0.02 0.02 -0.12
0.02 -0.03 0.10
0.01 0.06 0.10
0.03 -0.07 0.19
-0.05 0.20 0.28

Calculated values
relative energy (zero: lowest compared OMol25 entry of this formula, charge and spin) = 109.1 kJ/mol
frontier orbital gap = 9.410 eV
LUMO energy = 0.63 eV
SMILES string = CC[C@H](C)c1ccccc1OCC(=O)NNC(=O)CNC(=O)C1CCCCC1


| no. | calculated total energy (eV) | strongest force on any atom (eV/Å) |
| --- | --- | --- |
| 1 | -120612.592 | 1.62 |
| 2 | -25868.782 | 7.41 |
| 3 | -34941.641 | 0.85 |